# 1
Density functional theory data (wB97M-V/def2-TZVPD) for C5H13N3 as an isolated structure.

XYZ file:
```
21
Properties=species:S:1:pos:R:3
C 0.108 -0.220 0.282
C -1.855 -0.164 0.024
C 0.691 -1.121 -0.771
C -2.415 -1.315 0.812
N 0.188 1.148 0.274
N 0.227 1.833 -0.890
C 2.161 1.078 0.787
N 2.939 0.890 -0.204
H 0.111 -0.630 1.287
H 0.990 1.505 -1.505
H -0.294 2.698 -0.808
H 3.901 1.231 -0.073
H 2.616 1.585 1.664
H -1.917 -0.281 -1.057
H -2.245 0.801 0.334
H 1.175 -1.981 -0.305
H 1.413 -0.697 -1.467
H -0.082 -1.501 -1.448
H -2.308 -1.145 1.887
H -3.485 -1.454 0.605
H -1.919 -2.260 0.572
```

**Energy above the lowest of the compared OMol25 structures with the same formula, charge and spin**: 590.1 kJ/mol
**Kohn-Sham gap**: 0.302 hartree
**E_tot**: -362.3575 Ha
**LUMO**: 0.951 eV
**F_max**: 5.89 eV/Å
**2S+1**: 1
**HOMO level**: -7.27 eV

---

# 2
Density functional theory data (wB97M-V/def2-TZVPD) for a 2-piece molecular cluster, C5H13N3O overall.

XYZ file:
```
22
Properties=species:S:1:pos:R:3
C 1.690 -1.999 -0.398
C 0.022 -0.902 -2.022
C 2.730 -0.890 -0.175
C 0.320 -1.395 -0.628
O -0.480 -1.286 0.278
H 1.976 -2.607 -1.260
H 1.637 -2.639 0.484
H -0.368 -1.726 -2.625
H 0.902 -0.488 -2.512
H -0.741 -0.125 -1.987
H 2.448 -0.262 0.670
H 3.709 -1.328 0.012
H 2.815 -0.244 -1.049
C -2.778 1.841 1.986
N -1.650 1.443 1.175
N -0.362 2.467 0.876
N -0.221 2.339 -0.297
H -1.426 0.446 1.217
H -0.933 1.452 -0.427
H -2.491 2.086 3.015
H -3.554 1.081 2.106
H -3.246 2.736 1.562
```

**Energy above the lowest of the compared OMol25 structures with the same formula, charge and spin**: 433.6 kJ/mol
**Kohn-Sham gap**: 0.356 hartree
**E_tot**: -437.6889 Ha
**LUMO**: 0.844 eV
**F_max**: 2.97 eV/Å
**2S+1**: 1
**HOMO level**: -8.85 eV
**SMILES**: [H]/N=N\NC.CCC(C)=O

---

# 3
Density functional theory data (wB97M-V/def2-TZVPD) for C5H13N3O as an isolated structure.

XYZ file:
```
22
Properties=species:S:1:pos:R:3
C 0.496 -0.671 -1.641
C 2.358 0.534 -0.646
C 0.317 -0.851 1.384
N 0.960 0.153 -0.525
H 0.655 -0.161 -2.598
H -0.566 -0.872 -1.524
H 1.047 -1.614 -1.640
H 2.545 1.131 -1.548
H 2.970 -0.368 -0.707
H 2.660 1.111 0.227
H 1.093 -1.485 0.963
H 0.720 -0.334 2.246
H -0.549 -1.462 1.608
C -2.104 0.247 0.371
N -2.838 -0.442 1.332
C 0.019 1.214 -0.126
N -0.866 0.607 0.817
O -2.559 0.424 -0.762
H -3.817 -0.534 1.106
H -2.623 -0.242 2.295
H 0.598 2.003 0.363
H -0.518 1.611 -0.995
```

**Energy above the lowest of the compared OMol25 structures with the same formula, charge and spin**: 332.7 kJ/mol
**Kohn-Sham gap**: 0.328 hartree
**E_tot**: -437.7274 Ha
**LUMO**: 0.560 eV
**F_max**: 2.19 eV/Å
**2S+1**: 1
**HOMO level**: -8.35 eV

---

# 4
Density functional theory data (wB97M-V/def2-TZVPD) for one molecule with the formula C5H13N3O.

XYZ file:
```
22
Properties=species:S:1:pos:R:3
C 0.735 0.582 -0.173
C 2.186 0.449 0.245
C 0.123 1.925 0.173
C 0.570 0.267 -1.652
C -1.253 -1.205 0.476
N -1.668 -1.845 -0.686
N -2.048 -1.354 1.592
O 0.183 -0.165 1.873
N -0.097 -0.639 0.633
H -1.248 -1.518 -1.543
H -2.675 -1.886 -0.769
H -1.522 -0.988 2.391
H -2.451 -2.270 1.724
H 2.537 -0.565 0.065
H 2.294 0.667 1.303
H 2.796 1.138 -0.343
H 0.284 2.158 1.222
H 0.588 2.702 -0.438
H -0.949 1.920 -0.023
H -0.454 0.428 -1.986
H 1.211 0.955 -2.209
H 0.858 -0.757 -1.875
```

**Energy above the lowest of the compared OMol25 structures with the same formula, charge and spin**: 312.1 kJ/mol
**Kohn-Sham gap**: 0.291 hartree
**E_tot**: -437.7352 Ha
**LUMO**: 0.732 eV
**F_max**: 4.68 eV/Å
**2S+1**: 1
**HOMO level**: -7.19 eV
**SMILES**: CC(C)(C)[N+]([O-])=C(N)N

---

# 5
Density functional theory data (wB97M-V/def2-TZVPD) for one molecule with the formula C5H13N3O.

XYZ file:
```
22
Properties=species:S:1:pos:R:3
C -1.122 -2.280 -0.735
C -1.326 1.848 0.420
N -0.811 -0.858 -0.732
C 0.162 1.681 0.483
C 0.937 2.287 1.372
H -0.999 -0.462 -1.649
H -0.520 -2.843 -1.454
H -0.928 -2.673 0.260
H -2.178 -2.391 -0.971
H -1.672 2.465 1.243
H -1.597 2.321 -0.523
H -1.810 0.873 0.450
H 0.529 2.969 2.095
H 2.005 2.149 1.375
C 0.557 -0.553 -0.390
N 0.828 -1.061 0.917
N 1.483 -1.136 -1.323
O 0.740 0.882 -0.485
H 1.731 -0.743 1.245
H 0.114 -0.753 1.566
H 1.449 -0.625 -2.198
H 2.429 -1.096 -0.966
```

**Energy above the lowest of the compared OMol25 structures with the same formula, charge and spin**: 142.3 kJ/mol
**Kohn-Sham gap**: 0.366 hartree
**E_tot**: -437.7999 Ha
**LUMO**: 0.912 eV
**F_max**: 0.26 eV/Å
**2S+1**: 1
**HOMO level**: -9.04 eV
**SMILES**: C=C(C)OC(N)(N)NC

---

# 6
Density functional theory data (wB97M-V/def2-TZVPD) for a 2-piece molecular cluster, C5H13N3O2P overall.

XYZ file:
```
24
Properties=species:S:1:pos:R:3
C 1.311 -1.239 0.166
C 1.076 1.172 0.681
C 1.830 2.414 1.041
C -0.723 -2.622 -0.035
C -3.215 1.189 -0.991
N 0.014 -1.397 0.293
N 1.801 0.043 0.463
N 2.275 -2.121 -0.158
O -3.136 -0.885 1.076
O -2.135 1.275 -0.066
P -1.977 0.052 1.174
H 0.000 1.073 0.483
H 2.877 2.384 0.645
H 1.715 2.525 2.136
H 1.355 3.160 0.503
H -0.206 -3.178 -0.876
H -0.775 -3.196 0.839
H -1.703 -2.242 -0.454
H -3.546 2.119 -1.251
H -3.916 0.447 -0.601
H -2.817 0.713 -1.870
H 2.747 0.062 0.779
H 1.752 -2.889 -0.558
H 3.056 -1.710 -0.710
```

**Energy above the lowest of the compared OMol25 structures with the same formula, charge and spin**: 245.6 kJ/mol
**Kohn-Sham gap**: 0.280 hartree
**E_tot**: -854.1408 Ha
**LUMO**: -5.500 eV
**F_max**: 4.61 eV/Å
**2S+1**: 1
**HOMO level**: -13.11 eV
**Charge**: +1

---

# 7
Density functional theory data (wB97M-V/def2-TZVPD) for an isolated ion of composition C5H13N4 and charge +1.

XYZ file:
```
22
Properties=species:S:1:pos:R:3
C -2.058 -0.037 0.046
C -0.865 0.947 0.365
C 0.324 0.271 -0.172
C 1.141 1.187 -1.153
C 2.333 -1.067 0.471
N -1.726 -1.068 -0.660
N -0.359 -1.181 -0.828
N -3.337 0.290 0.408
N 1.066 -0.520 0.914
H -1.272 1.876 -0.026
H -0.883 1.107 1.424
H 0.496 1.945 -1.756
H 1.727 0.662 -1.846
H 1.786 1.790 -0.511
H 3.066 -0.335 0.098
H 2.884 -1.448 1.301
H 2.047 -2.016 -0.183
H -0.153 -1.424 -1.870
H -3.725 0.472 1.330
H -3.914 -0.233 -0.144
H 1.034 0.038 1.735
H 0.391 -1.257 1.056
```

**Energy above the lowest of the compared OMol25 structures with the same formula, charge and spin**: 267.3 kJ/mol
**Kohn-Sham gap**: 0.333 hartree
**E_tot**: -417.0071 Ha
**LUMO**: -3.022 eV
**F_max**: 3.75 eV/Å
**2S+1**: 1
**HOMO level**: -12.09 eV
**SMILES**: C[NH2+][C@]1(C)CC(N)=NN1
**Charge**: +1

---

# 8
Density functional theory data (wB97M-V/def2-TZVPD) for an isolated ion of composition C5H13N5 and charge +2.

XYZ file:
```
23
Properties=species:S:1:pos:R:3
C 2.305 -0.868 -0.453
C 0.596 -2.626 0.109
C 2.117 0.218 0.352
C -0.804 -0.689 -0.186
C -2.165 1.283 0.112
N 1.685 -2.075 -0.284
N -0.631 -2.002 0.019
N -1.963 -0.107 -0.163
N 3.212 1.295 0.353
N -3.010 -1.023 0.068
H 3.073 -0.966 -1.109
H 0.601 -3.624 0.375
H 1.313 0.339 1.154
H 0.076 -0.191 -0.348
H -3.169 1.646 -0.241
H -2.074 1.527 1.197
H -1.406 1.721 -0.403
H 2.772 2.116 0.868
H 3.475 1.607 -0.575
H 3.974 0.834 0.851
H -3.574 -1.083 -0.748
H -1.508 -2.486 0.368
H -3.662 -0.707 0.946
```

**Energy above the lowest of the compared OMol25 structures with the same formula, charge and spin**: 241.5 kJ/mol
**Kohn-Sham gap**: 0.323 hartree
**E_tot**: -471.3760 Ha
**LUMO**: -8.016 eV
**F_max**: 4.60 eV/Å
**2S+1**: 1
**HOMO level**: -16.79 eV
**SMILES**: C/[N+](N)=C/N/C=N\C=C\[NH3+]
**Charge**: +2

---

# 9
Density functional theory data (wB97M-V/def2-TZVPD) for one molecule with the formula C5H13NO.

XYZ file:
```
20
Properties=species:S:1:pos:R:3
C 0.317 2.180 1.109
N 0.535 0.802 0.682
C -0.551 0.212 -0.111
C -0.125 -1.155 -0.645
C 1.249 -1.158 -1.306
O 1.582 -2.499 -1.690
C -1.885 0.069 0.664
H 0.618 2.318 2.144
H 0.936 2.877 0.538
H -0.721 2.485 0.981
H 0.692 0.209 1.493
H -0.706 0.902 -0.946
H -0.101 -1.860 0.174
H -0.847 -1.494 -1.377
H 1.242 -0.525 -2.197
H 1.991 -0.776 -0.616
H 2.456 -2.713 -1.320
H -2.104 0.928 1.290
H -1.876 -0.880 1.196
H -2.700 0.079 -0.064
```

**Energy above the lowest of the compared OMol25 structures with the same formula, charge and spin**: 112.8 kJ/mol
**Kohn-Sham gap**: 0.358 hartree
**E_tot**: -328.2759 Ha
**LUMO**: 1.014 eV
**F_max**: 1.13 eV/Å
**2S+1**: 1
**HOMO level**: -8.73 eV
**SMILES**: CN[C@H](C)CCO

---

# 10
Density functional theory data (wB97M-V/def2-TZVPD) for a 2-piece molecular cluster, C5H13NO overall.

XYZ file:
```
20
Properties=species:S:1:pos:R:3
C 1.289 0.231 0.718
N -0.132 -0.421 0.463
C -0.064 -1.561 -0.513
C -0.552 -0.652 1.822
C -0.196 0.648 2.565
C 1.184 1.063 1.983
H 1.575 0.984 -0.179
H 2.045 -0.510 0.524
H -1.141 -1.832 -0.853
H 0.337 -2.484 -0.136
H 0.389 -1.261 -1.385
H -0.119 -1.600 2.435
H -1.709 -0.848 2.008
H -0.170 0.454 3.587
H -0.919 1.487 2.548
H 1.133 2.113 1.781
H 2.029 0.933 2.731
H -1.848 1.136 -7.481
H -1.149 0.940 -6.103
O -1.983 1.177 -6.517
```

**Energy above the lowest of the compared OMol25 structures with the same formula, charge and spin**: 232.6 kJ/mol
**Kohn-Sham gap**: 0.345 hartree
**E_tot**: -328.2303 Ha
**LUMO**: 0.911 eV
**F_max**: 4.36 eV/Å
**2S+1**: 1
**HOMO level**: -8.48 eV
**SMILES**: CN1CCCC1.O

---

# 11
Density functional theory data (wB97M-V/def2-TZVPD) for a 3-piece molecular cluster, C5H13NO overall.

XYZ file:
```
20
Properties=species:S:1:pos:R:3
C -0.768 0.012 -1.416
C 1.831 1.198 0.196
C 1.398 -0.147 0.271
C 1.645 -1.321 -0.478
C 0.494 -0.306 1.542
N -1.973 0.880 -1.589
H 0.149 0.679 -1.462
H -0.492 -0.702 -2.255
H 1.534 1.893 1.043
H 2.680 1.580 -0.297
H 2.450 -1.158 -1.142
H 1.596 -2.284 0.103
H 0.951 -0.510 2.507
H -0.178 -1.165 1.406
H 0.000 0.668 1.668
H -0.938 -0.518 -0.445
H -1.870 1.574 -0.855
H -2.774 0.423 -1.168
H -3.248 -0.511 1.453
O -2.487 -0.287 0.918
```

**Energy above the lowest of the compared OMol25 structures with the same formula, charge and spin**: 882.0 kJ/mol
**Kohn-Sham gap**: 0.119 hartree
**E_tot**: -327.9829 Ha
**LUMO**: -3.997 eV
**F_max**: 3.85 eV/Å
**2S+1**: 1
**HOMO level**: -7.23 eV

---

# 12
Density functional theory data (wB97M-V/def2-TZVPD) for a 2-piece molecular cluster, C5H13NO overall.

XYZ file:
```
20
Properties=species:S:1:pos:R:3
C 1.388 1.737 1.165
N 1.273 0.254 0.958
C 1.061 -0.061 -0.494
C -0.196 -0.929 -0.577
C -0.995 -0.582 0.694
C 0.105 -0.249 1.762
H 2.262 2.030 0.582
H 1.600 2.102 2.157
H 0.509 2.335 0.884
H 1.055 0.837 -1.162
H 1.849 -0.920 -0.540
H 0.128 -1.967 -0.400
H -0.643 -0.753 -1.551
H -1.471 -1.522 1.086
H -1.811 0.190 0.657
H -0.281 0.305 2.629
H 0.485 -1.091 2.424
H -2.212 -1.007 -2.336
H -1.371 0.323 -2.685
O -2.131 -0.268 -2.955
```

**Energy above the lowest of the compared OMol25 structures with the same formula, charge and spin**: 262.6 kJ/mol
**Kohn-Sham gap**: 0.343 hartree
**E_tot**: -328.2188 Ha
**LUMO**: 0.811 eV
**F_max**: 3.47 eV/Å
**2S+1**: 1
**HOMO level**: -8.52 eV
**SMILES**: CN1CCCC1.O